Computed, not measured: C29H41F5P2STi as an isolated structure at a distorted geometry, with ωB97M-V/def2-TZVPD.

Results
Energy above the lowest of the compared OMol25 structures with the same formula, charge and spin in kJ/mol: 185.2
Frontier orbital gap (spin up / spin down) in eV: 6.31 / 6.31

Geometry as ORCA input:
```
! wB97M-V def2-TZVPD RIJCOSX def2/J DEFGRID3
* xyz 2 1
Ti -1.034 -0.924 -1.651
S -2.097 -1.310 0.288
P 1.146 -1.413 -1.151
P 3.511 -2.023 0.713
F -7.003 0.974 2.731
F -7.262 -0.762 0.627
F -4.505 1.635 3.677
F -5.037 -1.618 -0.730
F -2.275 0.664 2.410
C 3.363 -0.193 0.791
C 1.013 -0.885 1.621
C -3.611 -0.597 0.901
C 1.881 -0.170 0.625
C 1.201 -0.469 3.072
C -6.031 -0.395 1.049
C -5.901 0.460 2.142
C -1.164 2.072 -0.859
C -2.561 0.876 -2.256
C 0.956 1.000 3.260
C -3.514 0.277 1.991
C -0.333 1.477 -1.876
C -4.637 0.802 2.621
C -3.814 0.404 -2.899
C -1.225 0.812 -2.821
C 2.964 2.080 2.026
C -3.707 2.384 -0.548
C 5.173 -2.445 0.179
C 1.021 1.978 -2.245
C 1.598 2.022 2.669
C 2.353 -1.056 -2.508
C -0.782 3.166 0.076
C -4.892 -0.869 0.402
C 2.261 -2.722 -0.369
C 3.781 0.781 1.954
C 3.549 -2.594 2.444
C -0.906 0.275 -4.166
C -2.503 1.743 -1.126
C -0.143 -2.974 -1.837
H -0.013 -3.262 -2.892
H -0.049 -0.757 1.317
H 3.751 -1.782 3.155
H 3.556 2.833 2.589
H -4.194 -0.514 -2.415
H 4.835 1.040 1.766
H 3.062 -1.890 -2.589
H 1.663 -3.481 0.154
H 0.197 1.207 4.021
H 5.883 -1.724 0.602
H 1.243 2.906 -1.700
H -4.011 3.235 -1.175
H -3.667 0.210 -3.972
H -4.540 1.677 -0.510
H -1.797 0.365 -4.801
H 1.162 3.029 2.731
H 2.644 -3.130 2.768
H 1.455 0.780 0.283
H 4.398 -3.290 2.546
H -4.599 1.170 -2.781
H 3.873 0.220 -0.109
H 1.070 2.197 -3.323
H -1.254 -2.884 -1.591
H 2.751 -3.266 -1.194
H 1.881 -0.941 -3.491
H 1.833 1.273 -2.032
H 5.251 -2.462 -0.912
H 0.291 3.172 0.303
H 1.143 -1.980 1.552
H 2.204 -0.741 3.418
H 0.497 -1.065 3.674
H -0.621 -0.794 -4.152
H -0.089 0.840 -4.633
H 0.253 -3.773 -1.193
H -1.059 4.159 -0.326
H -1.316 3.049 1.030
H 2.924 2.482 1.001
H 2.938 -0.151 -2.300
H 3.732 0.270 2.916
H 5.394 -3.446 0.584
H -3.508 2.760 0.457
*
```

Atomic partial charges in e from the Löwdin method, atoms 1 to 6: number 1, Ti, carries 0.55; number 2, S, carries 0.82; number 3, P, carries 0.88; number 4, P, carries 0.95; number 5, F, carries 0.15; number 6, F, carries 0.14